No. 1
{"formula": "C2H9NO4", "method": "ωB97M-V with the def2-TZVPD basis set", "smiles": "CNC(=O)O.O.O", "mol_weight_g_mol": 111.1, "total_charge": 0, "orbital_gap_ha": 0.3767, "energy_ha": -437.31052, "species": ["C", "N", "C", "O", "O", "H", "H", "H", "H", "H", "O", "H", "H", "O", "H", "H"], "xyz": [[0.265, 1.481, -1.917], [-0.591, 0.280, -1.948], [-0.608, -0.673, -0.971], [-1.314, -1.649, -1.102], [0.447, -0.721, -0.091], [0.930, 1.362, -2.778], [-0.419, 2.277, -2.212], [0.598, 1.896, -0.968], [-1.184, 0.127, -2.737], [0.159, -1.361, 0.568], [-0.984, 0.528, 2.598], [-1.163, 1.454, 2.434], [-1.751, 0.045, 2.909], [2.217, -1.781, 2.335], [1.849, -0.943, 2.004], [1.546, -2.324, 1.877]]}


No. 2
{"formula": "C2H9NOS", "method": "ωB97M-V with the def2-TZVPD basis set", "mol_weight_g_mol": 95.2, "total_charge": 0, "orbital_gap_ha": 0.3412, "energy_ha": -609.69598, "species": ["S", "H", "C", "O", "C", "N", "H", "H", "H", "H", "H", "H", "H", "H"], "xyz": [[1.898, -0.645, -1.368], [3.122, -1.058, -1.016], [-0.406, 0.623, 1.171], [-1.157, 1.573, 1.973], [-1.361, 0.256, 0.049], [-1.214, -1.130, -0.444], [-0.239, -0.286, 1.765], [0.516, 1.072, 0.802], [-0.574, 1.923, 2.659], [-2.353, 0.278, 0.527], [-1.341, 0.966, -0.789], [-1.820, -1.223, -1.252], [1.254, -0.804, 0.259], [-0.267, -1.270, -0.815]]}


No. 3
{"formula": "C2H9NOS", "method": "ωB97M-V with the def2-TZVPD basis set", "smiles": "NCO.CS", "mol_weight_g_mol": 95.2, "total_charge": 0, "orbital_gap_ha": 0.3647, "energy_ha": -609.74423, "species": ["N", "C", "O", "H", "H", "H", "H", "H", "C", "S", "H", "H", "H", "H"], "xyz": [[0.402, 3.760, 0.415], [-0.037, 2.528, -0.126], [-0.899, 1.784, 0.797], [-0.162, 4.590, 0.364], [1.051, 3.695, 1.182], [-0.582, 2.623, -1.065], [0.775, 1.800, -0.156], [-1.626, 2.349, 1.061], [0.582, -3.608, -0.572], [-0.769, -3.937, 0.569], [0.464, -3.996, -1.589], [0.491, -2.538, -0.773], [1.570, -3.917, -0.241], [-1.260, -5.134, 0.136]]}


No. 4
{"formula": "C2H9NOS2", "method": "ωB97M-V with the def2-TZVPD basis set", "s_squared": 0.7542, "mol_weight_g_mol": 127.2, "total_charge": 1, "orbital_gap_ha": [0.2922, 0.1523], "energy_ha": -1007.61903, "multiplicity": 2, "species": ["C", "S", "S", "H", "H", "H", "H", "N", "C", "O", "H", "H", "H", "H", "H"], "xyz": [[2.238, -1.628, 2.561], [2.207, -0.026, 1.806], [2.562, -0.304, -0.194], [3.190, -2.145, 2.515], [1.852, -1.422, 3.560], [1.499, -2.153, 1.939], [3.731, 0.327, -0.135], [-2.863, 1.063, -2.141], [-1.950, 0.839, -1.009], [-0.657, 1.346, -1.402], [-3.204, 0.178, -2.493], [-3.688, 1.529, -1.787], [-1.874, -0.209, -0.731], [-2.300, 1.378, -0.125], [-0.743, 1.229, -2.364]]}


No. 5
{"formula": "C2H9NS", "method": "ωB97M-V with the def2-TZVPD basis set", "mol_weight_g_mol": 79.2, "total_charge": 0, "orbital_gap_ha": 0.1623, "energy_ha": -534.41321, "species": ["S", "H", "C", "N", "C", "H", "H", "H", "H", "H", "H", "H", "H"], "xyz": [[0.302, -1.772, 3.374], [1.118, -1.454, 4.449], [0.873, -0.097, -1.377], [-0.620, 0.059, -1.048], [-0.783, 0.804, 0.218], [0.954, -0.489, -2.389], [1.375, 0.873, -1.423], [1.276, -0.642, -0.523], [-0.898, -0.914, -0.974], [-1.020, 0.528, -1.844], [-1.774, 1.266, 0.221], [-0.124, 1.673, 0.229], [-0.677, 0.165, 1.086]]}


No. 6
{"formula": "C2H9NS", "method": "ωB97M-V with the def2-TZVPD basis set", "smiles": "[H][H].C1CS1.N", "mol_weight_g_mol": 79.2, "total_charge": 0, "orbital_gap_ha": 0.3597, "energy_ha": -534.46071, "species": ["H", "H", "C", "C", "S", "H", "H", "H", "H", "N", "H", "H", "H"], "xyz": [[3.212, 4.371, 3.226], [3.560, 3.758, 3.186], [-1.340, -1.897, -1.507], [-0.314, -1.124, -2.251], [0.379, -2.126, -0.916], [-1.836, -1.416, -0.677], [-1.856, -2.705, -1.999], [-0.499, -0.058, -2.207], [0.092, -1.494, -3.179], [-0.029, 0.632, 1.619], [-0.529, -0.246, 1.621], [-0.348, 1.093, 0.772], [-0.494, 1.215, 2.311]]}


No. 7
{"formula": "C2H9NS", "method": "ωB97M-V with the def2-TZVPD basis set", "smiles": "CNC.S", "mol_weight_g_mol": 79.2, "total_charge": 0, "orbital_gap_ha": 0.3695, "energy_ha": -534.50781, "species": ["C", "N", "C", "H", "H", "H", "H", "H", "H", "H", "S", "H", "H"], "xyz": [[0.472, -0.514, -1.840], [-0.787, -0.378, -1.102], [-1.175, 1.028, -0.959], [0.502, 0.082, -2.767], [0.607, -1.554, -2.101], [1.288, -0.138, -1.222], [-1.499, -0.783, -1.706], [-1.428, 1.494, -1.914], [-2.004, 1.091, -0.262], [-0.355, 1.600, -0.523], [0.802, -0.179, 1.950], [-0.505, -0.316, 1.708], [0.730, 0.948, 2.667]]}


No. 8
{"formula": "C2H9NS", "method": "ωB97M-V with the def2-TZVPD basis set", "smiles": "[H][H].C1CS1.N", "mol_weight_g_mol": 79.2, "total_charge": 0, "orbital_gap_ha": 0.3612, "energy_ha": -534.43205, "species": ["H", "H", "C", "C", "S", "H", "H", "H", "H", "N", "H", "H", "H"], "xyz": [[-1.208, 2.800, -5.978], [-1.395, 2.369, -5.363], [1.195, 0.052, 1.055], [1.967, -0.468, 2.230], [2.893, -0.510, 0.664], [1.191, 1.144, 0.936], [0.145, -0.095, 0.934], [1.996, 0.213, 3.082], [1.876, -1.500, 2.545], [-2.281, -0.997, 0.142], [-2.105, -1.969, -0.051], [-2.837, -0.552, -0.569], [-1.437, -0.488, 0.374]]}


No. 9
{"formula": "C2H9NS", "method": "ωB97M-V with the def2-TZVPD basis set", "smiles": "[H][H].C1CS1.N", "mol_weight_g_mol": 79.2, "total_charge": 0, "orbital_gap_ha": 0.3413, "energy_ha": -534.46811, "species": ["H", "H", "C", "C", "S", "H", "H", "H", "H", "N", "H", "H", "H"], "xyz": [[-3.282, 0.476, 4.286], [-3.103, 1.195, 4.339], [1.090, 1.003, -1.212], [-0.314, 0.877, -0.899], [-0.034, 1.752, -2.486], [1.649, 1.774, -0.699], [1.694, 0.149, -1.466], [-0.657, 1.590, -0.166], [-0.844, -0.055, -0.991], [0.839, -1.912, -0.221], [1.835, -1.885, -0.032], [0.676, -2.529, -1.012], [0.451, -2.436, 0.558]]}


No. 10
{"formula": "C2H9NS", "method": "ωB97M-V with the def2-TZVPD basis set", "s_squared": 0.7560, "mol_weight_g_mol": 79.2, "total_charge": 1, "orbital_gap_ha": [0.4180, 0.2137], "energy_ha": -534.19514, "multiplicity": 2, "species": ["S", "H", "C", "N", "C", "H", "H", "H", "H", "H", "H", "H", "H"], "xyz": [[1.222, -0.953, -1.280], [2.255, -0.576, -2.035], [-0.320, 1.713, 1.220], [-0.516, 0.306, 0.853], [-1.863, -0.219, 0.861], [0.754, 1.871, 1.345], [-0.662, 2.340, 0.390], [-0.882, 1.973, 2.117], [0.123, -0.227, 1.440], [0.319, -0.061, -1.693], [-2.358, 0.053, -0.073], [-2.415, 0.130, 1.734], [-1.795, -1.303, 0.892]]}